1.
Formula: C3H7NS3
Source: OMol25
Level of theory: wB97M-V/def2-TZVPD

```
14
Properties=species:S:1:pos:R:3
N -1.632 -0.125 -1.002
C -0.936 -0.952 -0.016
C 0.141 -0.091 0.754
S -0.643 1.395 1.307
C 1.453 0.172 0.011
S 1.670 -0.163 -1.570
S 2.554 1.022 1.102
H -1.122 -0.018 -1.886
H -2.565 -0.465 -1.092
H -1.627 -1.288 0.800
H -0.394 -1.812 -0.402
H 0.437 -0.635 1.655
H -0.976 1.885 0.108
H 3.642 1.077 0.230
```

As for the HOMO energy: -8.711 eV. The value obtained for the maximum force is 1.6 eV/A. As for the SMILES: NC[C@H](S)C(=S)S. The calculation puts the energy above the lowest of the compared OMol25 structures with the same formula, charge and spin at 14.2 kcal/mol.

=====

2.
Formula: C3H7O2
Source: OMol25
Level of theory: wB97M-V/def2-TZVPD

```
12
Properties=species:S:1:pos:R:3
O -1.925 -0.513 1.391
C -1.004 -1.059 0.580
C 0.331 -0.260 0.521
C 0.351 0.685 -0.647
O 1.545 1.481 -0.666
H -1.336 -1.127 -0.508
H -0.744 -2.123 0.836
H 0.380 0.287 1.463
H 1.216 -0.918 0.541
H 0.273 0.099 -1.575
H -0.540 1.314 -0.574
H 1.453 2.134 -1.362
```

As for the HOMO energy: -2.086 eV. The value obtained for the maximum force is 0.7 eV/A. As for the SMILES: [O-]CCCO. The calculation puts the energy above the lowest of the compared OMol25 structures with the same formula, charge and spin at 55.0 kcal/mol. Its total charge is -1.

=====

3.
Formula: C3H7O2
Source: OMol25
Level of theory: wB97M-V/def2-TZVPD

```
12
Properties=species:S:1:pos:R:3
C -0.667 -1.711 -0.218
O 0.335 -0.755 -0.279
C -0.239 0.612 0.153
C 1.048 1.446 0.101
O -0.868 0.594 1.279
H -1.145 -1.743 0.770
H -1.495 -1.517 -0.933
H -0.240 -2.684 -0.465
H -0.864 0.832 -0.757
H 1.510 1.446 -0.889
H 1.737 1.005 0.824
H 0.888 2.475 0.413
```

As for the HOMO energy: -2.767 eV. The value obtained for the maximum force is 0.4 eV/A. As for the SMILES: CO[C@H](C)[O-]. The calculation puts the energy above the lowest of the compared OMol25 structures with the same formula, charge and spin at 40.7 kcal/mol. Its total charge is -1.

=====

4.
Formula: C3H7O2
Source: OMol25
Level of theory: wB97M-V/def2-TZVPD

```
12
Properties=species:S:1:pos:R:3
O -0.021 0.378 1.823
C -0.763 0.855 0.675
C -0.094 0.546 -0.634
C 0.455 -0.958 -0.551
O 1.014 -1.650 0.624
H -1.828 0.485 0.602
H -0.724 1.980 0.824
H 0.738 1.161 -0.817
H -0.784 0.589 -1.511
H -0.266 -1.681 -0.904
H 1.290 -0.992 -1.302
H 0.983 -0.713 1.170
```

As for the HOMO energy: -2.679 eV. The value obtained for the maximum force is 4.1 eV/A. As for the SMILES: [O-]CCCO. The calculation puts the energy above the lowest of the compared OMol25 structures with the same formula, charge and spin at 66.6 kcal/mol. Its total charge is -1.

=====

5.
Formula: C3H7O2
Source: OMol25
Level of theory: wB97M-V/def2-TZVPD

```
12
Properties=species:S:1:pos:R:3
C 0.799 0.487 -0.095
O 0.127 0.534 1.126
C 0.971 -0.930 -0.627
H 1.778 1.005 0.004
H 0.265 1.118 -0.852
H 1.561 -0.971 -1.554
H 0.015 -1.428 -0.824
H 1.513 -1.521 0.128
O -1.825 0.199 -0.503
C -1.544 0.426 0.710
H -1.852 1.443 1.060
H -1.807 -0.361 1.429
```

As for the HOMO energy (alpha / beta): -9.853 / -9.706 eV. The value obtained for the maximum force is 3.4 eV/A. The calculation puts the energy above the lowest of the compared OMol25 structures with the same formula, charge and spin at 31.1 kcal/mol. As for the spin multiplicity: 2. Its expectation value of S² is 0.76.

=====

6.
Formula: C3H7O2P
Source: OMol25
Level of theory: wB97M-V/def2-TZVPD

```
13
Properties=species:S:1:pos:R:3
C -1.060 -0.391 1.209
C 1.981 0.932 -1.472
C -2.146 -1.407 0.699
O -0.280 0.515 0.578
O 1.372 2.017 -0.728
P 1.064 1.591 0.843
H -0.670 -0.556 2.216
H 3.143 0.725 -1.200
H 1.964 1.440 -2.435
H 1.558 -0.034 -1.463
H -2.451 -1.130 -0.329
H -2.865 -1.255 1.527
H -1.611 -2.447 0.554
```

As for the HOMO energy (alpha / beta): -7.438 / -6.964 eV. The value obtained for the maximum force is 4.2 eV/A. The calculation puts the energy above the lowest of the compared OMol25 structures with the same formula, charge and spin at 93.6 kcal/mol.

=====

7.
Formula: C3H7O2S
Source: OMol25
Level of theory: wB97M-V/def2-TZVPD

```
13
Properties=species:S:1:pos:R:3
C 2.372 -0.952 0.775
C 1.003 -0.272 0.862
S 0.589 1.135 -0.317
H 2.922 -0.648 -0.126
H 2.250 -2.033 0.829
H 3.017 -0.507 1.558
H 0.270 -1.016 0.552
H 0.790 0.042 1.890
H -1.114 1.409 -0.709
O -2.019 1.486 -1.426
C -3.053 0.709 -1.311
O -3.002 -0.433 -0.892
H -4.027 1.080 -1.685
```

As for the HOMO energy: -3.226 eV. The value obtained for the maximum force is 1.8 eV/A. The calculation puts the energy above the lowest of the compared OMol25 structures with the same formula, charge and spin at 22.8 kcal/mol. Its total charge is -1.

=====

8.
Formula: C3H7O2S
Source: OMol25
Level of theory: wB97M-V/def2-TZVPD

```
13
Properties=species:S:1:pos:R:3
C 1.276 -1.189 -0.844
C 0.850 0.153 -0.327
S 1.945 0.534 1.266
H 2.276 -0.875 -1.375
H 1.406 -1.949 -0.047
H 0.573 -1.410 -1.667
H -0.233 0.225 -0.001
H 0.987 1.044 -0.959
H 0.939 1.226 1.661
O -2.038 -1.168 -0.504
C -2.465 0.019 -0.601
O -1.901 1.051 -0.264
H -3.527 0.221 -1.085
```

As for the HOMO energy: -4.252 eV. The value obtained for the maximum force is 3.1 eV/A. The calculation puts the energy above the lowest of the compared OMol25 structures with the same formula, charge and spin at 27.5 kcal/mol. Its total charge is -1.